Entry 1:
Below is a structure of composition C29H37Cl2CsN6O2S3 in a non-equilibrium geometry, with properties calculated with ωB97M-V/def2-TZVPD.

The geometry in XYZ format:
```
80
Properties=species:S:1:pos:R:3
C 2.900 3.530 -3.025
H 1.704 -4.237 0.860
C -0.665 2.536 5.179
H -3.778 3.362 6.225
C 2.050 1.312 -2.781
O -0.705 -3.235 0.629
S 3.793 -2.251 -0.598
H 2.179 -0.151 -4.330
H 3.375 1.490 0.908
H -0.183 -0.538 -4.998
H 3.482 4.273 -3.560
H 3.840 -1.144 3.373
C 2.804 2.234 -3.504
C -3.625 -5.172 -0.087
H 0.378 2.617 5.465
H 0.608 -1.643 -2.812
H -2.413 3.389 -2.801
H -3.558 -5.722 0.845
H 2.613 -0.731 -2.710
Cl -3.891 -2.924 -3.974
H 2.443 -4.530 2.449
H -0.116 1.799 -4.136
C -0.944 1.884 3.973
N 1.438 1.631 -1.647
H 2.206 4.887 -1.498
H -4.310 2.222 4.105
C -4.610 -5.475 -0.986
C 3.728 -0.216 2.821
C 2.560 -4.003 1.499
C -1.647 -4.005 0.663
H -1.316 -0.984 -3.720
H -2.630 2.762 -0.406
C -2.687 -4.159 -0.344
C -2.305 1.767 3.576
C -1.646 3.070 5.999
N -0.634 2.570 -0.004
H 3.469 -4.328 1.000
C -0.946 1.128 -3.887
O -1.949 -2.447 -1.838
N -1.420 1.504 -2.585
C -1.558 2.907 -2.287
N 0.582 -0.655 -3.016
H 1.837 -2.172 3.724
H -1.730 4.268 -0.646
H -1.366 3.561 6.926
C 2.207 3.872 -1.878
N 2.631 -2.585 1.786
C 3.286 -1.747 0.941
H 0.558 4.325 0.068
C 0.636 3.221 0.007
H -1.760 -4.690 1.529
C -2.977 2.958 5.613
C 1.468 2.891 -1.218
H 4.654 0.362 2.913
H 2.899 0.368 3.232
S 0.422 1.255 3.044
C -1.686 3.169 -0.781
S -2.844 0.970 2.098
C -2.728 -3.382 -1.562
H -0.945 2.272 0.920
C -3.277 2.317 4.422
H -0.659 3.405 -2.669
Cs -0.950 -0.704 -0.113
N 3.529 -0.506 1.407
H -5.463 -5.011 -2.912
H 4.950 0.752 0.496
C 1.573 -2.081 2.666
H 3.509 0.382 -0.476
H 3.285 1.928 -4.425
C 3.865 0.593 0.525
H 0.665 -2.647 2.463
Cl -5.776 -6.740 -0.664
C -4.688 -4.773 -2.195
H -1.688 1.262 -4.700
H 1.164 2.882 0.907
H 1.370 -1.029 2.467
C -3.787 -3.786 -2.468
C -0.474 -0.327 -3.949
C 1.893 -0.118 -3.261
H -2.217 0.964 -2.276
```

Values from the calculation:
**Total charge**: -2
**Electronic energy**: -3741.46430 a.u.

Atomic partial charges in e from the Löwdin method, atoms 1 to 5: atom 1 (C): -0.086, atom 2 (H): 0.076, atom 3 (C): -0.194, atom 4 (H): 0.070, atom 5 (C): -0.281


Entry 2:
Below is an isolated molecule of C29H37F4NO7S in a non-equilibrium geometry, with properties calculated with ωB97M-V/def2-TZVPD.

The geometry in XYZ format:
```
79
Properties=species:S:1:pos:R:3
F -4.163 -1.029 2.717
F 4.551 -0.844 1.738
C -1.044 1.096 -2.263
C 2.733 3.572 -1.721
H 5.041 0.615 -0.447
H -4.063 1.379 -2.199
C 4.463 3.452 1.721
H -1.325 5.796 -2.732
C 5.856 -0.994 0.994
N 0.160 -3.331 -0.496
C -2.821 -2.471 -0.363
H 6.748 -1.128 1.751
C 4.246 3.977 0.156
C 1.527 -3.480 0.131
O -5.774 1.832 1.220
C -8.019 1.020 2.019
H 5.436 -4.819 3.389
C -0.103 -1.944 -1.034
H 1.750 1.715 -0.763
C -2.523 -2.545 1.248
C -1.698 -1.439 -1.010
H -1.911 -3.538 1.499
H 3.369 1.340 -1.694
F -4.143 -4.942 2.460
C -2.171 0.046 -1.613
C -3.801 0.419 -1.579
C 2.361 1.975 -1.736
C 0.549 0.588 -2.278
H -7.066 -0.093 3.464
H -8.876 0.235 1.889
H 6.754 1.065 0.426
H 3.736 3.821 -2.302
H 0.157 -4.008 -1.302
H -3.659 2.061 0.936
O 5.638 -4.551 2.436
H 6.623 -0.198 -1.075
H -7.170 0.658 -0.071
O -7.479 0.833 3.406
C 3.015 -4.937 2.192
O -0.646 3.688 -2.421
H -0.144 5.089 -4.062
C 4.316 -3.079 0.488
H -2.594 -3.536 -0.842
C 5.779 -2.376 0.083
C 1.631 -4.574 1.391
C -4.730 -3.562 2.633
C -3.851 -2.416 2.205
H 4.957 3.326 -0.544
H 1.908 4.272 -2.189
C 0.992 -0.908 -1.675
C 2.908 -2.722 -0.319
O -4.344 0.396 -0.211
H -4.321 -0.487 -2.157
H 3.086 -5.741 3.064
O 2.840 3.971 -0.279
H 5.723 -2.184 -1.069
C -6.722 0.713 1.008
H -3.926 -2.214 -0.654
H 6.644 -3.149 0.363
H -1.771 -1.659 1.516
C 4.395 -4.180 1.726
H -4.772 2.570 -0.515
H 4.583 5.122 0.173
H -8.360 2.138 1.964
H -2.572 2.847 -2.808
H 5.261 2.577 1.756
C -4.621 1.746 0.304
F -6.093 -3.397 3.227
C -1.025 4.811 -3.307
H 3.488 3.027 2.210
H -6.290 -0.329 1.395
C 6.106 0.239 -0.093
O 1.542 1.537 -2.881
H -1.955 4.560 -4.010
H -1.225 2.465 -4.076
H 0.657 -5.147 1.709
S 2.805 -1.499 -1.741
H 4.884 4.313 2.429
C -1.444 2.551 -2.906
```

Values from the calculation:
**SMILES**: CCOCCOc1c(COC)c(COCOCCO)c(CCC(F)=C(F)F)c2c1Sc1c(ccc(O)c1C[C@@H](C)F)N2
**Electronic energy**: -2505.21076 a.u.

Atomic partial charges in e from the Löwdin method, atoms 1 to 5: atom 1 (F): -0.063, atom 2 (F): -0.120, atom 3 (C): 0.034, atom 4 (C): -0.140, atom 5 (H): 0.066


Entry 3:
Below is a structure of composition C29H37KN9O2S, with properties calculated with ωB97M-V/def2-TZVPD.

The geometry in XYZ format:
```
79
Properties=species:S:1:pos:R:3
H 0.083 -6.222 1.878
H -2.569 -1.132 2.626
H 2.717 -2.089 2.055
H 1.324 2.697 -0.639
K 0.166 0.179 -0.044
C 3.292 -0.264 1.111
C 3.126 1.110 0.705
N 0.958 6.122 -2.389
C -1.075 -1.547 -2.847
C -2.576 2.173 0.974
C -1.865 -3.346 -4.345
N 0.719 3.951 -2.091
C -3.457 -1.930 -3.290
C -1.675 -0.522 2.772
H -1.151 -0.535 1.812
C -3.067 1.776 -0.417
H 0.185 -2.902 -3.929
H 1.750 -5.139 0.404
C -1.597 -3.453 0.964
C 1.476 5.076 -1.833
H -1.527 2.758 3.554
H -0.742 6.225 -3.575
N 1.355 -2.807 -0.833
H 6.263 1.541 -0.649
H -4.156 1.601 -0.397
H -2.148 -5.107 2.219
C -0.345 4.297 -2.889
N -0.152 5.628 -3.026
C 5.435 1.027 -0.173
H -4.490 -1.632 -3.125
H 4.194 2.764 -0.147
N -0.702 -2.837 0.193
H -4.026 0.107 -2.008
H -2.894 2.625 -1.085
H -0.528 -0.458 4.602
H 3.098 6.053 -0.920
C -3.115 1.347 2.172
H -2.537 -2.927 1.095
C 5.553 -0.329 0.159
C 4.279 1.713 0.101
N -2.144 0.812 3.136
C -1.384 -4.664 1.595
H 0.362 -2.604 2.640
N 1.259 -0.702 2.443
C 0.561 -1.709 3.237
H -0.280 1.811 2.705
H -4.013 -3.534 -4.601
C -0.147 -5.278 1.398
C -0.753 -1.175 3.812
H -0.617 1.518 4.403
C -1.084 1.765 3.451
C -3.204 -2.997 -4.123
C 0.785 -4.681 0.583
C 0.465 -3.451 -0.032
H -3.700 0.503 1.797
H 1.694 2.238 -2.182
C -2.955 -0.089 -1.820
H 2.158 -3.336 -1.127
H 4.580 -1.970 1.090
H -1.624 -4.171 -5.008
O -0.071 -0.959 -2.315
H -2.869 3.215 1.134
C -2.456 -1.198 -2.631
H 2.499 4.637 -0.015
C 2.353 -1.059 1.904
H 6.455 -0.885 -0.062
C 2.706 5.043 -1.006
H 1.191 -2.027 4.078
O 2.044 1.780 0.836
H -1.264 -2.012 4.296
N -2.351 0.646 -0.978
H 0.983 -2.120 -1.508
H -3.808 1.981 2.733
N 0.977 2.671 -1.607
C -0.852 -2.643 -3.743
H 3.456 4.401 -1.470
S -1.543 3.382 -3.569
C 4.491 -0.927 0.798
H -1.483 2.195 0.985
```

Values from the calculation:
**Total charge**: -1
**Electronic energy**: -2768.78121 a.u.

Atomic partial charges in e from the Löwdin method, atoms 1 to 5: atom 1 (H): 0.099, atom 2 (H): 0.104, atom 3 (H): 0.118, atom 4 (H): 0.045, atom 5 (K): 0.731


Entry 4:
Below is a structure of composition C29H37N5OV in a non-equilibrium geometry, with properties calculated with ωB97M-V/def2-TZVPD.

The geometry in XYZ format:
```
73
Properties=species:S:1:pos:R:3
C -1.957 2.475 -3.513
C 1.127 3.164 0.910
C -0.669 -1.183 4.905
H 2.628 -1.655 3.266
C 1.688 0.380 -4.407
C 2.784 -1.582 -0.293
H -0.431 -4.003 -2.568
H 1.948 -0.397 -3.677
H 1.826 -2.599 2.040
C 0.437 1.121 -4.036
V 0.177 0.098 0.457
N -0.320 -0.740 -2.635
C 1.169 0.862 2.110
H 2.701 -1.461 -1.382
H -1.051 5.250 -3.968
H -3.354 -0.282 -3.019
C -0.429 -3.033 0.039
C -2.087 -0.660 2.269
H 0.816 -1.741 3.246
N -0.051 -2.265 5.301
H 3.504 2.065 -1.114
O -0.658 -0.769 3.603
H -3.689 1.180 -2.080
C -0.358 -2.945 -2.444
N -1.456 -1.173 1.146
C 1.380 1.687 0.976
H 3.848 -1.650 -0.029
C -1.206 -2.494 1.091
C -1.776 1.187 -3.003
N -0.341 -2.343 -1.180
H -3.203 -1.012 4.054
H -1.419 0.602 5.250
H -0.450 4.742 -5.562
H 1.992 3.742 1.269
H -1.302 -4.382 2.170
H -2.912 2.984 -3.351
C -0.360 -1.932 -3.343
C 2.166 -0.441 0.448
H 1.001 2.894 -5.139
C -2.742 -1.507 3.224
H -2.664 -3.452 4.066
C 1.640 -0.493 1.777
C -1.579 -3.336 2.194
H 1.573 -0.112 -5.388
H -2.237 0.428 2.197
H 1.850 2.134 -1.799
H 1.521 1.806 4.049
H 0.056 -2.484 6.248
C -0.959 3.113 -4.260
C -0.543 0.543 -3.220
C -2.355 -2.854 3.246
C 2.584 1.470 -1.308
H 0.274 3.434 1.536
H 0.263 -2.995 4.639
H -2.594 -0.056 -1.425
C 0.730 1.448 3.388
H -0.448 -1.965 -4.409
H -0.981 -0.282 6.692
C 2.021 0.908 -0.042
H 2.305 -2.528 -0.018
C -2.904 0.462 -2.339
N -1.044 -0.210 5.702
C -0.308 -0.985 -1.267
H -0.282 -4.107 -0.042
H 2.528 1.083 -4.489
C -1.173 4.504 -4.771
H 0.225 0.634 3.971
C 0.226 2.418 -4.525
H -0.015 2.214 3.242
H 2.848 0.662 -2.009
C 1.749 -1.693 2.624
H -2.188 4.625 -5.175
H 0.913 3.483 -0.115
```

Values from the calculation:
**Total charge**: -1
**Multiplicity**: 3
**Electronic energy**: -2420.10104 a.u.

Atomic partial charges in e from the Löwdin method, atoms 1 to 5: atom 1 (C): -0.013, atom 2 (C): -0.061, atom 3 (C): -0.550, atom 4 (H): 0.075, atom 5 (C): -0.060